No. 1
The following is a quantum chemistry calculation of C40H40BN9O4P2Ti as an isolated structure, from OMol25.

Cartesian coordinates (Å):
Ti (1.24604, 0.38199, 1.53232)
C (2.48511, -3.34157, -0.30191)
C (1.47264, -2.52179, 0.17875)
N (1.96940, -1.33176, 0.53181)
N (3.30536, -1.36722, 0.28200)
C (3.62880, -2.56690, -0.21688)
B (4.27506, -0.23066, 0.78460)
N (4.07984, -0.10124, 2.32716)
C (4.98897, 0.08509, 3.29518)
C (4.32646, 0.30780, 4.48734)
C (2.97867, 0.26235, 4.14964)
N (2.83051, 0.01429, 2.84949)
N (3.83099, 1.11079, 0.13938)
C (4.48802, 2.09223, -0.49644)
C (3.63480, 3.17154, -0.64841)
C (2.44454, 2.76813, -0.06058)
N (2.56046, 1.52945, 0.41871)
N (5.69520, -0.64146, 0.49169)
C (6.37608, -1.65165, 1.10045)
C (7.61555, -1.73395, 0.52618)
C (7.60861, -0.71691, -0.44906)
N (6.46127, -0.06921, -0.46976)
H (2.40148, -4.34669, -0.67472)
H (0.41032, -2.69842, 0.25085)
H (4.64429, -2.79017, -0.49679)
H (6.04309, 0.05113, 3.07767)
H (4.76042, 0.49403, 5.45311)
H (2.11187, 0.42984, 4.76756)
H (5.50785, 1.94249, -0.80094)
H (3.85576, 4.11347, -1.11741)
H (1.51169, 3.29560, 0.06309)
H (5.92725, -2.23225, 1.89058)
H (8.40765, -2.42055, 0.76766)
H (8.39371, -0.43376, -1.13184)
O (-1.62737, -1.47278, 0.66806)
P (-2.85197, -1.05352, -0.08220)
C (-2.87913, 0.72616, -0.45652)
P (-1.24750, 1.40063, -0.85812)
O (-0.32194, 1.23148, 0.31127)
C (-1.51163, 3.13629, -1.19619)
C (-1.99020, 3.92758, -0.14813)
C (-2.15491, 5.28904, -0.32833)
C (-1.84056, 5.86747, -1.55259)
C (-1.35053, 5.08952, -2.58998)
C (-1.18037, 3.72320, -2.41421)
C (-0.71176, 0.56383, -2.34467)
C (0.52461, -0.07433, -2.35051)
C (0.93703, -0.77364, -3.47652)
C (0.11523, -0.83559, -4.59120)
C (-1.12174, -0.19996, -4.58930)
C (-1.53594, 0.49935, -3.47021)
C (-2.96579, -1.87002, -1.67800)
C (-1.89770, -2.65093, -2.10454)
C (-1.94879, -3.26980, -3.34579)
C (-3.06205, -3.10906, -4.15619)
C (-4.13306, -2.33077, -3.73114)
C (-4.08631, -1.71322, -2.49294)
C (-4.36780, -1.36730, 0.82632)
C (-4.37003, -2.44231, 1.71365)
C (-5.51778, -2.74664, 2.42838)
C (-6.66384, -1.98218, 2.26026)
C (-6.66708, -0.90974, 1.37939)
C (-5.52065, -0.60063, 0.66376)
H (-3.24834, 1.27272, 0.41549)
H (-3.54921, 0.91809, -1.29847)
H (-2.20378, 3.48951, 0.82076)
H (-2.51499, 5.90091, 0.48751)
H (-1.96991, 6.93251, -1.69260)
H (-1.09286, 5.54572, -3.53631)
H (-0.78192, 3.12282, -3.22180)
H (1.16559, -0.02309, -1.48024)
H (1.90074, -1.26580, -3.48041)
H (0.43725, -1.37997, -5.46943)
H (-1.76166, -0.25246, -5.45994)
H (-2.50398, 0.98841, -3.47497)
H (-1.02911, -2.75950, -1.46698)
H (-1.11757, -3.87702, -3.67950)
H (-3.10155, -3.59561, -5.12205)
H (-5.00520, -2.21558, -4.36080)
H (-4.93243, -1.12214, -2.15922)
H (-3.47026, -3.03080, 1.84412)
H (-5.51854, -3.58032, 3.11775)
H (-7.55797, -2.22047, 2.82091)
H (-7.55971, -0.31197, 1.25349)
H (-5.53441, 0.24378, -0.01509)
N (-0.09902, -0.95154, 2.71744)
C (-1.00003, -0.40864, 3.75594)
C (-1.45998, 1.00192, 3.40767)
C (-0.35079, 2.04069, 3.50333)
O (-0.44922, 3.00700, 4.22263)
O (0.70966, 1.80172, 2.75986)
H (-0.66144, -1.21761, 1.89579)
H (0.36431, -1.79147, 3.04584)
H (-0.46183, -0.40036, 4.70561)
H (-1.86452, -1.06512, 3.87737)
H (-2.25584, 1.30327, 4.08659)
H (-1.84972, 0.99419, 2.38540)

Forces on atoms 1 to 3 (eV/Å):
Ti -1.781 1.385 1.251
C -0.029 0.023 -0.090
C -0.024 0.108 -0.106

Results
* E_tot: -3899.27599 hartree
* net charge: +1
* largest force on an atom: 2.58 eV/A
* 2S+1: 2

No. 2
The following is a quantum chemistry calculation of C11H28ClEuINO2P2 as an isolated structure, from OMol25.

Cartesian coordinates (Å):
C (-0.34838, 1.74424, -1.53865)
C (-0.93141, 2.07986, -0.17089)
H (-0.21592, 2.65398, -2.13571)
H (-0.97561, 1.05139, -2.13261)
H (0.61385, 1.24001, -1.43588)
O (-0.76363, 3.10322, 0.39132)
I (-1.70299, 0.66263, 2.87276)
Eu (0.56960, -3.15592, -0.66025)
P (2.47428, -0.44864, -0.12466)
C (3.46479, 0.63914, 0.99654)
C (3.40995, -2.00362, 0.16842)
H (4.47766, -1.81888, 0.04404)
H (4.33156, 0.17718, -1.58186)
H (3.12663, -2.81050, -0.53233)
H (2.94013, -0.43479, -2.50512)
H (3.31653, 0.31250, 2.00858)
H (3.23176, -2.31512, 1.20926)
C (3.26503, 0.17761, -1.69710)
H (4.51941, 0.60751, 0.74470)
H (2.90379, 1.21371, -1.85284)
H (3.09505, 1.65297, 0.90598)
P (-2.37829, -0.24408, -0.12685)
C (-3.44287, 0.91561, 0.88193)
C (-3.28622, 0.26885, -1.67506)
H (-3.09087, -2.55431, -0.49854)
H (-4.42176, -1.61638, 0.19833)
H (-3.10550, -2.18056, 1.23046)
C (-3.33383, -1.81094, 0.24756)
H (-2.99316, -0.42574, -2.48957)
H (-4.35336, 0.19968, -1.47736)
H (-4.49364, 0.89600, 0.64298)
H (-3.02643, 1.91109, 0.78823)
H (-3.00129, 1.27406, -1.90563)
H (-3.35524, 0.48095, 1.97563)
Cl (0.17094, -2.28610, -3.02113)
C (-0.36306, 3.51550, 2.99794)
N (0.60116, 2.62487, 3.58659)
C (0.43090, 2.43395, 5.00457)
C (1.27325, 1.72453, 2.87675)
O (1.03605, 1.40915, 1.67537)
H (-0.55413, 4.33672, 3.73080)
H (-1.35176, 3.04228, 2.81612)
H (-0.01900, 3.96243, 2.05133)
H (-0.19954, 1.59632, 5.26231)
H (1.41520, 2.25906, 5.44986)
H (0.02543, 3.35001, 5.37881)
H (2.14816, 1.26867, 3.39465)

Forces on atoms 1 to 3 (eV/Å):
C -0.831 -1.385 -1.352
C 3.576 5.485 0.109
H -0.140 0.201 0.630

Results
* E_tot: -2791.26723 hartree
* net charge: +2
* largest force on an atom: 6.55 eV/A
* 2S+1: 7

No. 3
The following is a quantum chemistry calculation of C2Br2I2 as an isolated structure, from OMol25.

Cartesian coordinates (Å):
C (0.48023, 0.51589, -0.12948)
C (-0.42526, -0.45362, -0.11959)
Br (0.06245, 2.31761, -0.01167)
Br (-0.14968, -2.29205, -0.03448)
I (2.50319, 0.08654, -0.07244)
I (-2.78940, 0.10742, -0.05320)

Forces on atoms 1 to 3 (eV/Å):
C -0.353 -0.690 0.247
C -2.385 0.669 0.152
Br -0.152 0.447 -0.115

Results
* E_tot: -5819.56360 hartree
* largest force on an atom: 2.72 eV/A